Density functional theory data (ωB97M-V/def2-TZVPD) for a cluster of 7 separate species, C53H108N7O8 in total.

Last column: Löwdin charge in e.
Cartesian coordinates (Å):
1 N 0.202 0.139 0.512  -0.644
2 O -0.018 0.085 1.715  -0.042
3 O 0.622 -0.784 -0.162  -0.049
4 O 0.015 1.253 -0.020  -0.068
5 C -1.928 1.658 5.284  -0.024
6 C -0.750 1.031 6.087  -0.351
7 C -1.313 -0.257 6.864  -0.080
8 C -0.276 -1.433 7.070  -0.131
9 C 0.596 -1.731 5.823  -0.131
10 C 1.406 -0.482 5.353  -0.428
11 N 0.409 0.636 5.087  0.177
12 O 0.934 1.667 4.253  0.148
13 C 2.213 -0.893 4.016  -0.005
14 C 2.435 -0.072 6.333  -0.023
15 C -0.185 1.990 7.212  0.020
16 H -2.723 1.945 5.973  0.113
17 H -2.212 0.945 4.510  0.080
18 H -1.704 2.525 4.664  0.065
19 H -2.098 -0.766 6.304  0.113
20 H -1.722 0.037 7.830  0.129
21 H -0.662 -2.415 7.342  0.120
22 H 0.324 -1.178 7.943  0.114
23 H 0.120 -2.162 4.942  0.083
24 H 1.257 -2.544 6.120  0.133
25 H 2.915 -1.694 4.247  0.096
26 H 2.855 -0.245 3.419  0.088
27 H 1.418 -1.337 3.416  0.041
28 H 3.204 -0.812 6.553  0.122
29 H 2.113 0.037 7.369  0.089
30 H 2.982 0.794 5.961  0.115
31 H -0.946 2.133 7.979  0.108
32 H 0.040 2.998 6.864  0.101
33 H 0.680 1.585 7.738  0.083
34 C -1.238 0.422 -3.135  -0.029
35 C -1.754 -1.018 -3.042  -0.398
36 C -2.470 -1.044 -1.609  -0.112
37 C -3.445 -2.207 -1.346  -0.161
38 C -4.526 -2.058 -2.437  -0.114
39 C -4.005 -1.994 -3.905  -0.433
40 N -2.839 -1.107 -4.063  0.135
41 O -2.503 -0.591 -5.358  0.182
42 C -5.270 -1.524 -4.683  0.003
43 C -3.703 -3.439 -4.348  0.012
44 C -0.764 -2.197 -3.264  0.046
45 H -0.696 0.589 -4.066  0.085
46 H -0.438 0.628 -2.424  0.070
47 H -2.044 1.156 -3.130  0.100
48 H -3.135 -0.183 -1.539  0.105
49 H -1.721 -0.922 -0.827  0.100
50 H -3.730 -2.122 -0.298  0.123
51 H -2.913 -3.154 -1.439  0.076
52 H -5.024 -1.113 -2.223  0.122
53 H -5.261 -2.842 -2.252  0.145
54 H -5.576 -0.530 -4.356  0.098
55 H -6.132 -2.183 -4.583  0.117
56 H -5.007 -1.370 -5.730  0.098
57 H -3.262 -4.171 -3.671  0.090
58 H -3.296 -3.416 -5.359  0.114
59 H -4.674 -3.906 -4.513  0.110
60 H -0.207 -2.025 -4.185  0.101
61 H -1.358 -3.108 -3.332  0.071
62 H -0.103 -2.309 -2.404  0.075
63 C 1.607 6.301 -6.911  0.003
64 C 2.109 6.086 -5.471  -0.404
65 C 1.322 7.067 -4.539  -0.144
66 C 1.576 6.975 -3.066  -0.134
67 C 1.242 5.473 -2.660  -0.122
68 C 2.077 4.424 -3.401  -0.467
69 N 1.971 4.690 -4.881  0.177
70 O 2.246 3.532 -5.668  0.166
71 C 1.410 3.099 -2.972  -0.026
72 C 3.491 4.448 -2.943  -0.003
73 C 3.598 6.489 -5.465  0.007
74 H 1.733 7.353 -7.168  0.117
75 H 0.614 5.896 -7.104  0.102
76 H 2.196 5.692 -7.597  0.098
77 H 0.250 6.965 -4.706  0.130
78 H 1.361 8.112 -4.846  0.146
79 H 1.016 7.617 -2.386  0.130
80 H 2.622 7.234 -2.903  0.110
81 H 0.169 5.313 -2.764  0.112
82 H 1.272 5.463 -1.571  0.125
83 H 1.761 2.165 -3.412  0.079
84 H 0.344 3.151 -3.191  0.084
85 H 1.544 2.933 -1.903  0.091
86 H 3.571 4.185 -1.888  0.112
87 H 4.018 5.400 -3.008  0.087
88 H 4.053 3.684 -3.480  0.107
89 H 4.060 6.727 -4.506  0.077
90 H 3.750 7.459 -5.937  0.122
91 H 4.283 5.787 -5.941  0.113
92 C -2.625 -5.585 0.128  0.009
93 C -1.201 -5.672 0.750  -0.455
94 C -0.491 -4.402 0.277  -0.134
95 C 0.723 -4.118 1.104  -0.204
96 C 0.419 -3.904 2.553  -0.152
97 C -0.182 -5.125 3.157  -0.411
98 N -1.314 -5.699 2.251  0.178
99 O -2.251 -6.578 2.902  0.192
100 C -0.820 -4.717 4.550  -0.008
101 C 0.824 -6.227 3.414  0.014
102 C -0.394 -6.855 0.287  0.021
103 H -2.578 -5.543 -0.961  0.095
104 H -3.025 -4.640 0.496  0.082
105 H -3.279 -6.427 0.356  0.104
106 H -1.127 -3.520 0.358  0.120
107 H -0.116 -4.541 -0.737  0.132
108 H 1.304 -3.220 0.896  0.102
109 H 1.507 -4.831 0.846  0.114
110 H -0.229 -3.030 2.616  0.127
111 H 1.300 -3.561 3.095  0.131
112 H -1.289 -5.557 5.062  0.095
113 H -1.636 -4.014 4.387  0.094
114 H -0.166 -4.348 5.340  0.083
115 H 1.370 -5.981 4.325  0.115
116 H 1.517 -6.328 2.578  0.088
117 H 0.503 -7.239 3.659  0.118
118 H 0.657 -6.909 0.571  0.093
119 H -0.473 -7.059 -0.781  0.122
120 H -0.897 -7.651 0.837  0.110
121 C 3.543 -2.939 -4.257  -0.008
122 C 3.944 -2.858 -2.779  -0.416
123 C 5.412 -3.307 -2.676  -0.111
124 C 6.150 -2.825 -1.419  -0.161
125 C 6.070 -1.347 -1.135  -0.140
126 C 4.636 -0.807 -1.109  -0.397
127 N 3.838 -1.383 -2.297  0.139
128 O 2.797 -0.677 -2.747  0.157
129 C 4.739 0.715 -1.180  -0.018
130 C 4.007 -1.216 0.273  0.011
131 C 3.041 -3.681 -1.853  0.002
132 H 3.761 -3.959 -4.574  0.114
133 H 4.100 -2.239 -4.880  0.107
134 H 2.488 -2.814 -4.498  0.080
135 H 5.983 -3.081 -3.577  0.135
136 H 5.527 -4.391 -2.693  0.144
137 H 7.163 -3.224 -1.478  0.140
138 H 5.771 -3.294 -0.511  0.111
139 H 6.671 -0.817 -1.874  0.137
140 H 6.613 -1.164 -0.207  0.144
141 H 3.852 1.220 -0.798  0.085
142 H 4.969 1.071 -2.185  0.098
143 H 5.530 1.057 -0.513  0.111
144 H 3.046 -0.753 0.496  0.068
145 H 4.635 -0.861 1.089  0.108
146 H 3.822 -2.278 0.439  0.072
147 H 2.796 -4.623 -2.344  0.113
148 H 2.100 -3.156 -1.693  0.074
149 H 3.523 -3.989 -0.925  0.086
150 C -6.721 3.325 3.329  -0.073
151 C -5.742 3.086 2.191  -0.241
152 C -4.318 3.498 2.524  -0.132
153 N -3.329 3.399 1.372  -0.208
154 C -3.290 1.875 0.897  0.050
155 C -1.916 3.886 1.795  -0.091
156 C -1.240 4.643 0.684  -0.143
157 C -2.271 4.695 -0.451  -0.131
158 C -3.648 4.253 0.137  -0.069
159 H -6.738 2.538 4.083  0.087
160 H -7.688 3.317 2.825  0.091
161 H -6.605 4.308 3.786  0.089
162 H -6.122 3.597 1.306  0.119
163 H -5.741 2.012 2.009  0.105
164 H -3.871 2.855 3.282  0.119
165 H -4.303 4.517 2.911  0.143
166 H -2.584 1.746 0.077  0.078
167 H -4.269 1.743 0.436  0.088
168 H -3.052 1.219 1.734  0.103
169 H -1.438 2.942 2.055  0.112
170 H -2.013 4.528 2.671  0.133
171 H -0.286 4.230 0.358  0.108
172 H -1.081 5.630 1.117  0.124
173 H -2.053 3.958 -1.223  0.095
174 H -2.192 5.658 -0.956  0.122
175 H -4.187 3.684 -0.621  0.128
176 H -4.228 5.114 0.471  0.142

Results
Total charge: +5
Molecular weight (g mol⁻¹): 971.488
HOMO (eV): -18.669
Orbital gap (eV): 5.02


Density functional theory data (ωB97M-V/def2-TZVPD) for a structure of composition C12H34BN4O8S2.

Last column: Löwdin charge in e.
Cartesian coordinates (Å):
1 C 0.495 -6.034 -2.043  -0.099
2 C 0.901 -5.369 -3.354  -0.320
3 N 0.212 -4.098 -3.619  -0.150
4 S 0.614 -2.832 -2.558  0.464
5 O 1.997 -3.032 -2.182  -0.347
6 O 0.301 -1.653 -3.324  -0.332
7 N -0.253 -3.040 -1.255  -0.324
8 S -1.835 -2.814 -1.242  0.566
9 O -2.423 -2.543 -2.541  -0.332
10 O -2.176 -1.899 -0.157  -0.345
11 B -2.632 -4.431 -0.685  -0.673
12 O -1.927 -5.327 0.059  0.162
13 O -3.937 -4.634 -1.070  0.026
14 C -4.097 -5.351 -2.309  -0.224
15 C -4.820 -4.489 -3.344  -0.064
16 H -0.541 -5.793 -1.799  0.039
17 H 0.579 -7.120 -2.141  0.066
18 H 1.117 -5.701 -1.214  0.078
19 H 0.640 -6.033 -4.185  0.101
20 H 1.989 -5.239 -3.376  0.096
21 H 0.534 -3.755 -4.520  0.086
22 H -2.305 -6.212 -0.001  0.116
23 H -4.657 -6.261 -2.078  0.113
24 H -3.114 -5.640 -2.697  0.116
25 H -4.256 -4.438 -4.275  0.076
26 H -4.899 -3.476 -2.954  0.079
27 H -5.821 -4.873 -3.555  0.064
28 C -2.321 1.626 4.063  -0.080
29 C -2.070 0.585 2.975  -0.436
30 C -0.701 0.705 2.296  -0.194
31 O -0.582 1.792 1.394  -0.175
32 C -0.302 3.042 1.972  -0.125
33 N -3.172 0.607 2.017  0.047
34 H -2.583 2.594 3.634  0.059
35 H -3.156 1.315 4.691  0.069
36 H -1.443 1.760 4.701  0.071
37 H -2.082 -0.401 3.453  0.136
38 H -0.541 -0.190 1.693  0.124
39 H 0.103 0.759 3.046  0.117
40 H 0.355 2.944 2.845  0.085
41 H -1.209 3.578 2.268  0.073
42 H 0.209 3.640 1.215  0.076
43 H -3.074 -0.178 1.374  0.053
44 H -3.057 1.426 1.426  0.069
45 C 4.399 4.297 0.305  -0.065
46 C 3.825 4.740 1.646  -0.435
47 C 2.838 5.908 1.550  -0.213
48 O 3.429 7.176 1.332  -0.191
49 C 3.762 7.465 -0.010  -0.112
50 N 4.928 5.013 2.573  0.037
51 H 5.182 4.975 -0.037  0.063
52 H 4.845 3.308 0.400  0.078
53 H 3.626 4.247 -0.463  0.081
54 H 3.257 3.898 2.054  0.132
55 H 2.324 5.996 2.511  0.121
56 H 2.072 5.711 0.787  0.116
57 H 3.032 7.033 -0.702  0.091
58 H 4.758 7.101 -0.276  0.074
59 H 3.752 8.549 -0.121  0.084
60 H 4.558 5.174 3.504  0.069
61 H 5.354 5.895 2.303  0.067

Results
Total charge: -1
Molecular weight (g mol⁻¹): 437.370
HOMO (eV): -5.783
Orbital gap (eV): 8.15


Density functional theory data (ωB97M-V/def2-TZVPD) for an isolated molecule of C4H6ClF2N3.

Last column: Löwdin charge in e.
Cartesian coordinates (Å):
1 N -1.813 -0.485 -1.310  0.042
2 C -0.811 -0.572 -0.301  -0.899
3 Cl -0.950 -2.210 0.479  0.591
4 N -1.053 0.461 0.632  -0.015
5 C -0.020 1.039 1.342  -0.121
6 C 1.267 0.825 1.029  0.021
7 C 1.641 -0.124 -0.099  -0.602
8 F 2.281 -1.230 0.381  0.070
9 F 2.543 0.473 -0.886  0.098
10 N 0.515 -0.428 -0.923  0.126
11 H -1.604 -0.608 -2.296  0.094
12 H -2.483 0.232 -1.056  0.082
13 H -1.972 0.550 1.194  0.187
14 H -0.388 1.822 1.989  0.120
15 H 2.169 1.344 1.396  0.122
16 H 0.681 -1.088 -1.570  0.083

Results
Molecular weight (g mol⁻¹): 169.562
HOMO (eV): -8.877
SMILES: N[C@]1(Cl)NC=CC(F)(F)N1
Orbital gap (eV): 9.47


Density functional theory data (ωB97M-V/def2-TZVPD) for a cluster of 8 separate species, C19H55NO8 in total.

Last column: Löwdin charge in e.
Cartesian coordinates (Å):
1 C -0.896 -12.373 14.685  -0.106
2 O -0.984 -12.259 16.091  -0.183
3 C -2.289 -11.808 16.408  -0.219
4 C -2.390 -11.518 17.890  -0.416
5 C -3.820 -11.548 18.367  -0.053
6 N -1.700 -10.280 18.299  0.041
7 H -1.744 -12.908 14.191  0.101
8 H 0.071 -12.870 14.451  0.101
9 H -0.882 -11.356 14.287  0.061
10 H -2.504 -10.971 15.800  0.096
11 H -2.931 -12.640 16.136  0.129
12 H -1.827 -12.362 18.238  0.130
13 H -4.399 -10.700 18.053  0.044
14 H -3.891 -11.363 19.443  0.087
15 H -4.312 -12.487 17.963  0.109
16 H -0.801 -10.280 17.740  0.124
17 H -1.436 -10.424 19.253  0.085
18 C -1.519 -4.601 10.436  -0.045
19 C -0.827 -3.985 11.665  -0.435
20 C -0.756 -2.476 11.707  -0.054
21 O -1.386 -4.556 12.907  -0.070
22 H -1.480 -5.698 10.479  0.064
23 H -1.013 -4.321 9.478  0.092
24 H -2.573 -4.355 10.292  0.076
25 H 0.151 -4.415 11.738  0.121
26 H -0.401 -2.016 10.782  0.082
27 H -0.090 -2.142 12.564  0.109
28 H -1.747 -2.051 11.787  0.074
29 H -2.025 -3.925 13.193  0.060
30 C 0.770 -7.940 13.392  -0.056
31 C -0.396 -7.811 12.463  -0.525
32 C -0.927 -9.166 12.017  -0.058
33 O -1.478 -7.268 13.176  -0.074
34 H 1.155 -6.912 13.613  0.097
35 H 1.623 -8.502 13.015  0.083
36 H 0.433 -8.357 14.273  0.049
37 H -0.063 -7.220 11.577  0.135
38 H -0.155 -9.797 11.498  0.092
39 H -1.798 -9.061 11.325  0.092
40 H -1.213 -9.736 12.913  0.048
41 H -1.421 -6.301 13.277  0.048
42 C -6.715 -10.270 14.547  -0.046
43 C -5.357 -9.811 15.053  -0.473
44 C -4.258 -9.595 13.958  -0.057
45 O -5.616 -8.631 15.824  -0.086
46 H -7.008 -9.612 13.734  0.071
47 H -7.478 -10.277 15.321  0.081
48 H -6.656 -11.254 14.098  0.073
49 H -4.848 -10.550 15.643  0.096
50 H -4.006 -10.578 13.490  0.085
51 H -3.381 -9.031 14.391  0.084
52 H -4.628 -9.007 13.099  0.072
53 H -4.919 -8.590 16.526  0.050
54 C -7.591 -4.102 19.143  -0.055
55 C -6.116 -4.538 19.094  -0.516
56 C -5.828 -4.937 17.687  -0.076
57 O -5.356 -3.424 19.523  -0.026
58 H -7.746 -3.719 20.178  0.092
59 H -8.265 -4.910 18.915  0.072
60 H -7.767 -3.338 18.422  0.065
61 H -5.941 -5.388 19.750  0.133
62 H -5.967 -4.018 17.095  0.078
63 H -6.507 -5.796 17.362  0.114
64 H -4.749 -5.270 17.564  0.090
65 H -4.464 -3.446 19.268  0.059
66 C -5.300 -3.748 14.024  -0.032
67 C -5.904 -5.180 14.009  -0.496
68 C -6.588 -5.541 12.657  -0.037
69 O -4.863 -6.018 14.399  -0.084
70 H -4.940 -3.497 15.006  0.059
71 H -6.120 -3.126 13.653  0.083
72 H -4.437 -3.824 13.313  0.080
73 H -6.665 -5.208 14.796  0.122
74 H -6.711 -6.641 12.556  0.079
75 H -5.934 -5.201 11.838  0.074
76 H -7.546 -5.020 12.524  0.078
77 H -5.235 -6.905 14.598  0.084
78 O -3.746 -8.534 17.919  -0.104
79 H -3.427 -7.625 17.649  0.053
80 H -2.944 -9.082 18.013  -0.019
81 O -2.724 -6.201 15.992  -0.036
82 H -3.371 -5.916 15.340  -0.005
83 H -2.063 -6.660 15.538  -0.011

Results
Molecular weight (g mol⁻¹): 425.648
HOMO (eV): -9.715
SMILES: COC[C@H](C)N.CC(C)O.CC(C)O.CC(C)O.CC(C)O.CC(C)O.O.O
Orbital gap (eV): 10.38


Density functional theory data (ωB97M-V/def2-TZVPD) for a structure of composition C2H3N3O2.

Last column: Löwdin charge in e.
Cartesian coordinates (Å):
1 C -1.162 0.591 -0.749  -0.002
2 C -0.680 0.102 0.543  -0.435
3 H 0.559 -1.331 1.884  0.247
4 H 2.293 -0.422 1.255  0.131
5 H -2.202 0.718 -0.760  0.104
6 N 1.398 -1.002 0.883  0.020
7 N 0.692 0.027 0.180  -0.180
8 N -0.203 0.754 -1.705  0.129
9 O 0.858 -0.032 -1.204  -0.059
10 O -1.208 -0.165 1.623  0.045

Results
Molecular weight (g mol⁻¹): 101.065
HOMO (eV): -9.774
Orbital gap (eV): 9.07